No. 1
ORCA calculation (ωB97M-V/def2-TZVPD) on C6H6O in the gas phase at a distorted geometry.

Cartesian coordinates (Å):
C1 0.72152 1.21780 -0.02076
C2 -1.88885 -0.25886 0.67160
C3 1.46717 -0.06827 0.00445
C4 0.29823 -1.10251 -0.18042
C5 -0.96444 -0.34125 -0.48300
C6 -0.59636 1.09908 -0.25545
O1 2.64361 -0.22910 0.23732
H1 1.11871 2.23288 0.10951
H2 0.61841 -2.05490 -0.78892
H3 0.31623 -1.55310 0.79477
H4 -1.27141 -0.67307 -1.52768
H5 -1.38307 -0.31503 1.72221
H6 -1.07976 2.04633 -0.28363

Cartesian forces (eV/Å) of the 2 atoms listed first:
-0.184 1.077 0.101
-0.764 0.277 0.300

Properties
Electronic energy = -8361.124 eV
Highest occupied orbital energy (spin up / spin down) = -8.51 / -8.55 eV
LUMO level (spin up / spin down) = -1.1 / -1.1 eV
ΔE to the lowest compared entry with this formula, charge and spin = 124.11 kcal per mole
Kohn-Sham gap (spin up / spin down) = 7.416 / 7.437 eV

Atom-resolved charges from natural (NBO), all expressed in e:
1 C -0.24
2 C -0.07
3 C 0.55
4 C -0.53
5 C -0.42
6 C -0.15
7 O -0.51
8 H 0.23
9 H 0.25
10 H 0.25
11 H 0.25
12 H 0.13
13 H 0.26



No. 2
ORCA calculation (ωB97M-V/def2-TZVPD) on C22H17F4N9O3S3V as an isolated structure at a distorted geometry.

Cartesian coordinates (Å):
V1 0.81668 -1.92441 -1.93983
C1 1.54966 -1.73407 4.12828
O1 2.40278 -1.44977 3.01642
C2 2.18462 -2.17042 1.89030
O2 1.47053 -3.13088 1.79929
N1 3.03319 -1.70408 0.91929
N2 2.81082 -2.04840 -0.43219
H1 2.15439 -2.15079 4.93375
H2 0.77539 -2.44001 3.83890
H3 1.10346 -0.79462 4.44894
H4 3.47686 -0.82191 1.10479
H5 3.44076 -2.79346 -0.70497
H6 3.05117 -1.25628 -1.02208
S1 3.94119 -3.77909 -4.76176
C3 2.79130 -3.08780 -3.78415
S2 1.58945 -3.97778 -2.90368
S3 2.66015 -1.35479 -3.52944
N3 3.36036 3.41523 -1.63436
C4 2.16014 2.74645 -1.46757
C5 2.04728 1.37770 -1.76115
N4 0.90095 0.73844 -1.63213
C6 -0.15084 1.44700 -1.20245
C7 -0.02817 2.79154 -0.91858
N5 1.12017 3.45331 -1.05591
H7 4.18655 2.84147 -1.60392
H8 3.42320 4.25359 -1.07815
H9 2.90149 0.81303 -2.12338
H10 -1.08111 0.91720 -1.05905
H11 -0.87671 3.35574 -0.54871
F1 -4.47934 -0.01309 2.33594
C8 -3.22829 0.47657 2.40062
C9 -3.04200 1.60404 3.17806
F2 -4.13498 2.09139 3.79098
C10 -1.81082 2.25149 3.34816
C11 -0.79138 1.61170 2.63532
C12 -0.98328 0.48243 1.86676
F3 0.11171 -0.00020 1.24906
C13 -2.20866 -0.15785 1.69067
C14 -2.41253 -1.33957 0.83797
C15 -1.39244 -1.89341 0.07712
N6 -0.57419 -2.40823 -0.57721
C16 -3.67528 -1.94673 0.63797
N7 -4.68102 -2.47761 0.41933
F4 0.46568 2.09135 2.68274
C17 -1.61138 3.43643 4.15998
C18 -2.63757 4.03261 4.92675
N8 -3.42873 4.56988 5.58245
C19 -0.36626 4.09728 4.25885
N9 0.62728 4.68243 4.38290
C20 -2.77370 -0.46730 -3.62511
O3 -1.60845 -0.76179 -2.84843
C21 -0.61199 -1.52936 -3.27021
C22 -0.70220 -2.07263 -4.65842
H12 -3.28915 -1.38047 -3.91968
H13 -2.51826 0.12158 -4.50643
H14 -3.41831 0.11173 -2.96903
H15 -1.46850 -1.64102 -5.30395
H16 -0.85361 -3.15269 -4.58224
H17 0.28195 -1.95114 -5.11740

Cartesian forces (eV/Å) of the 2 atoms listed first:
1.221 0.639 -0.312
-0.003 0.020 -0.061

Properties
Electronic energy = -111706.932 eV
Highest occupied orbital energy (spin up / spin down) = -1.68 / -1.77 eV
LUMO level (spin up / spin down) = 3.9 / 3.9 eV
ΔE to the lowest compared entry with this formula, charge and spin = 5.73 kcal per mole
⟨S²⟩ = 3.767
2S+1 = 4
Kohn-Sham gap (spin up / spin down) = 5.592 / 5.668 eV
Charge = -2

Atom-resolved charges from natural (NBO), all expressed in e:
1 V 0.86
2 C -0.26
3 O -0.53
4 C 0.88
5 O -0.61
6 N -0.49
7 N -0.65
8 H 0.17
9 H 0.22
10 H 0.20
11 H 0.39
12 H 0.38
13 H 0.39
14 S -0.22
15 C -0.48
16 S -0.20
17 S -0.33
18 N -0.80
19 C 0.34
20 C -0.05
21 N -0.39
22 C -0.04
23 C 0.03
24 N -0.43
25 H 0.38
26 H 0.39
27 H 0.21
28 H 0.22
29 H 0.21
30 F -0.31
31 C 0.31
32 C 0.35
33 F -0.32
34 C -0.10
35 C 0.29
36 C 0.35
37 F -0.34
38 C -0.14
39 C -0.51
40 C 0.47
41 N -0.57
42 C 0.33
43 N -0.44
44 F -0.31
45 C -0.54
46 C 0.34
47 N -0.48
48 C 0.32
49 N -0.47
50 C -0.26
51 O -0.50
52 C 0.25
53 C -0.77
54 H 0.19
55 H 0.18
56 H 0.21
57 H 0.19
58 H 0.26
59 H 0.27



No. 3
ORCA calculation (ωB97M-V/def2-TZVPD) on C2NO4S as an isolated structure at a distorted geometry.

Cartesian coordinates (Å):
C1 1.53045 0.61877 -0.19014
C2 -0.65133 -0.97050 -0.07336
N1 -1.27095 0.04424 0.83747
O1 -1.48493 -1.66513 -0.63707
O2 1.68017 0.86526 0.94719
O3 1.75315 0.85547 -1.32024
O4 0.57522 -1.02778 -0.13901
S1 -2.13177 1.27967 0.57516

Cartesian forces (eV/Å) of the 2 atoms listed first:
0.938 0.620 0.260
-2.226 0.577 -0.808

Properties
Electronic energy = -22590.124 eV
Highest occupied orbital energy (spin up / spin down) = -4.34 / -4.31 eV
LUMO level (spin up / spin down) = 2.8 / 2.7 eV
ΔE to the lowest compared entry with this formula, charge and spin = 11.74 kcal per mole
Kohn-Sham gap (spin up / spin down) = 7.112 / 7.059 eV
Charge = -1

Atom-resolved charges from natural (NBO), all expressed in e:
1 C 1.03
2 C 0.86
3 N -0.62
4 O -0.68
5 O -0.61
6 O -0.61
7 O -0.68
8 S 0.31